# C13H42O8

A 8-piece molecular cluster, C13H42O8 overall at a distorted geometry (wB97M-V/def2-TZVPD, the OMol25 dataset).

Last column: natural (NBO) charge in e.
Cartesian coordinates (Å):
1 C 2.36423 -1.26745 -5.40865  -0.633
2 C 3.30042 -2.32067 -5.95884  -0.059
3 O 4.63619 -2.12555 -5.49348  -0.730
4 H 2.96999 -0.36885 -5.53435  0.209
5 H 2.27466 -1.45596 -4.33759  0.205
6 H 1.38690 -1.28568 -5.88397  0.215
7 H 3.33282 -2.29299 -7.05342  0.153
8 H 2.90796 -3.32630 -5.78866  0.168
9 H 5.15193 -1.69495 -6.17705  0.471
10 C -0.01759 -0.34327 -1.52672  -0.633
11 C -0.28946 -1.19592 -0.27058  -0.057
12 O -1.60614 -0.75268 0.13448  -0.791
13 H -0.77731 -0.37047 -2.30504  0.213
14 H 0.89965 -0.83088 -1.89074  0.193
15 H 0.25665 0.69597 -1.35197  0.208
16 H 0.53063 -1.00406 0.41979  0.182
17 H -0.35091 -2.25452 -0.52494  0.170
18 H -2.16727 -0.55255 -0.62860  0.506
19 C -1.60774 -1.31136 5.03798  -0.628
20 C -1.63741 -1.60411 3.54083  -0.055
21 O -2.40394 -0.62540 2.88434  -0.770
22 H -2.59741 -1.51806 5.46317  0.199
23 H -1.53649 -0.24520 5.25853  0.205
24 H -0.92096 -1.93442 5.60695  0.216
25 H -1.96985 -2.63169 3.37847  0.158
26 H -0.60573 -1.46193 3.19834  0.154
27 H -2.19994 -0.50336 1.94901  0.508
28 C 3.82341 2.55102 0.89039  -0.634
29 C 3.30868 1.58764 -0.20034  -0.063
30 O 3.76550 0.24504 0.06200  -0.740
31 H 3.17184 2.33844 1.74207  0.207
32 H 3.58846 3.60282 0.71969  0.218
33 H 4.88365 2.46701 1.11251  0.220
34 H 3.71065 1.93915 -1.15127  0.163
35 H 2.22042 1.55251 -0.15551  0.161
36 H 3.58263 -0.28892 -0.71624  0.471
37 C -5.42363 -1.24779 -0.37153  -0.629
38 C -5.01855 0.11867 -0.85498  -0.066
39 O -3.75383 -0.05753 -1.52567  -0.787
40 H -6.45673 -1.18068 -0.01694  0.205
41 H -4.80375 -1.57537 0.46233  0.223
42 H -5.39514 -2.02888 -1.13067  0.213
43 H -4.80980 0.75358 0.01056  0.170
44 H -5.63921 0.60204 -1.61260  0.169
45 H -3.27577 0.79267 -1.42645  0.498
46 C -2.02876 3.41838 -0.94357  -0.250
47 O -2.48613 2.27478 -1.66212  -0.746
48 H -1.18812 3.84647 -1.50100  0.166
49 H -2.72540 4.25943 -1.01197  0.170
50 H -1.77211 3.13246 0.07077  0.211
51 H -2.58363 2.52970 -2.58405  0.480
52 C 2.78825 -1.06466 3.02905  -0.259
53 O 2.32101 -2.22421 3.72308  -0.729
54 H 2.03825 -0.59157 2.39452  0.168
55 H 3.25738 -0.38285 3.73781  0.170
56 H 3.54700 -1.29392 2.27578  0.181
57 H 2.94800 -2.92701 3.54072  0.468
58 C 0.00551 1.74054 2.47064  -0.266
59 O -0.44277 2.98755 2.97371  -0.723
60 H -0.76277 1.21297 1.89862  0.176
61 H 0.95579 1.73204 1.93671  0.164
62 H 0.17361 0.99945 3.26152  0.171
63 H -0.84784 2.76131 3.81513  0.473

Atoms 1-2, force components in eV/Å:
C 1.2 -0.4 0.4
C -0.1 -0.3 -1.4

Results
Gap between HOMO and LUMO, Eh: 0.363
2S+1: 1
SMILES: CCO.CCO.CCO.CCO.CCO.CO.CO.CO
Relative energy (zero: lowest compared OMol25 entry of this formula, charge and spin), kcal per mole: 98.2
Total charge: 0
Lowest unoccupied orbital energy, eV: 0.396

=====

# C13H44BN3O8PS7

A 7-piece molecular cluster, C13H44BN3O8PS7 overall at a distorted geometry (wB97M-V/def2-TZVPD, the OMol25 dataset).

Last column: Mulliken charge in e.
Cartesian coordinates (Å):
1 N -0.73229 -0.18586 -3.48364  -0.054
2 C -1.90600 -0.71878 -3.27994  0.150
3 N -2.95793 0.16413 -3.04191  -0.299
4 P -3.54342 0.44098 -1.40304  0.306
5 S -3.79839 2.31529 -1.17965  -0.272
6 N -2.12899 -2.05435 -3.29100  -0.378
7 B -2.33174 -2.77136 -1.94412  0.630
8 O -3.56078 -3.20449 -1.59628  -0.421
9 O -1.26177 -2.97845 -1.13943  -0.470
10 H 0.01846 -0.67618 -3.94899  0.272
11 H -0.57468 0.78134 -3.16705  0.137
12 H -3.72307 -0.08658 -3.66508  0.387
13 H -4.67381 -0.36863 -1.26073  0.090
14 H -2.56046 -0.17967 -0.61389  0.094
15 H -1.41971 -2.53873 -3.84177  0.256
16 H -4.04393 -3.71266 -2.26339  0.337
17 H -0.60321 -2.27054 -1.13190  0.297
18 C 2.65396 0.47611 -2.46984  -0.599
19 S 2.03583 1.97244 -1.69673  0.523
20 O 0.60946 2.12463 -2.15113  -0.729
21 C 3.02120 3.09644 -2.66250  -0.722
22 H 2.13049 -0.36968 -2.02327  0.281
23 H 2.47618 0.52694 -3.54499  0.248
24 H 3.72290 0.39140 -2.28641  0.076
25 H 2.80305 2.94174 -3.71868  0.319
26 H 4.07663 2.90939 -2.46911  0.338
27 H 2.75552 4.10985 -2.36523  0.173
28 C -2.17290 -6.02367 -0.00690  -0.465
29 S -0.85713 -7.19523 -0.34239  0.501
30 O -1.06812 -7.64475 -1.74310  -0.623
31 C -1.45440 -8.50223 0.73131  -0.921
32 H -1.98180 -5.16572 -0.64235  -0.174
33 H -3.13414 -6.47449 -0.25386  0.346
34 H -2.15244 -5.71418 1.03811  0.389
35 H -2.46327 -8.78164 0.42922  0.303
36 H -1.43697 -8.15746 1.76502  0.339
37 H -0.78253 -9.34966 0.61431  0.334
38 C 6.57298 -0.82183 -2.81582  -0.980
39 S 6.84385 0.83592 -3.45091  0.513
40 O 5.52427 1.33541 -3.94386  -0.556
41 C 7.76848 0.34484 -4.90396  -1.013
42 H 5.97067 -0.73766 -1.91309  0.286
43 H 6.05148 -1.41568 -3.56647  0.303
44 H 7.53338 -1.27136 -2.56569  0.433
45 H 7.15859 -0.32653 -5.50746  0.309
46 H 8.69460 -0.13905 -4.59510  0.412
47 H 7.99541 1.24938 -5.46366  0.326
48 C -4.86163 2.76881 3.03045  -0.961
49 S -3.36520 1.81183 2.80625  0.435
50 O -3.57887 1.01942 1.55586  -0.566
51 C -3.60935 0.70998 4.19168  -0.887
52 H -4.90945 3.49529 2.22228  0.316
53 H -5.72118 2.10087 2.98573  0.309
54 H -4.81642 3.28203 3.99062  0.377
55 H -4.55904 0.18818 4.07143  0.348
56 H -3.58824 1.27808 5.12020  0.418
57 H -2.78786 -0.00135 4.20551  0.194
58 C 0.13485 5.59329 0.07459  -0.993
59 S 1.74356 6.27334 -0.34452  0.584
60 O 2.48595 6.45304 0.92611  -0.662
61 C 1.15266 7.89157 -0.84670  -0.979
62 H 0.29473 4.58747 0.45768  0.295
63 H -0.32564 6.21694 0.84048  0.407
64 H -0.48657 5.54795 -0.81975  0.352
65 H 0.62214 8.35018 -0.01277  0.329
66 H 0.50075 7.78721 -1.71380  0.331
67 H 2.02337 8.48874 -1.10835  0.324
68 C -1.00838 -1.67529 8.19434  -0.937
69 S -0.75905 -0.05287 7.47070  0.450
70 O -2.06940 0.36297 6.90140  -0.554
71 C 0.24885 -0.60347 6.08947  -0.919
72 H -1.66195 -1.54820 9.05446  0.316
73 H -1.47995 -2.32777 7.45995  0.295
74 H -0.04907 -2.07881 8.51764  0.376
75 H -0.31051 -1.33566 5.50679  0.277
76 H 1.17598 -1.03434 6.46676  0.393
77 H 0.47137 0.27140 5.48188  0.300

Atoms 1-2, force components in eV/Å:
N -0.1 0.4 -0.1
C -0.4 0.1 0.1

Results
Gap between HOMO and LUMO, Eh: 0.255
2S+1: 1
Total charge: +1
Lowest unoccupied orbital energy, eV: -3.487

=====

# C13H44F2N19O14S2

A 11-piece molecular cluster, C13H44F2N19O14S2 overall at a distorted geometry (wB97M-V/def2-TZVPD, the OMol25 dataset).

Last column: Mulliken charge in e.
Cartesian coordinates (Å):
1 N -0.63394 -1.56691 -2.15978  -0.102
2 S -0.33234 -2.57227 -1.13714  0.966
3 O -1.18010 -2.71876 0.05310  -0.572
4 O 1.08088 -3.05089 -1.11993  -0.605
5 F -0.87527 -3.74888 -2.09021  -0.342
6 S 0.16220 -0.36090 -1.33538  1.048
7 O 1.50580 -0.12327 -1.88340  -0.563
8 O -0.15305 -0.17513 0.11544  -0.554
9 F -0.66998 0.81721 -2.02964  -0.278
10 C 5.68474 3.76741 -6.59182  0.690
11 O 6.58426 4.11811 -7.34668  -0.704
12 N 5.68082 2.67104 -5.92535  -0.393
13 N 4.64758 4.48627 -6.47361  -0.382
14 H 4.87903 2.31641 -5.42388  0.185
15 H 6.62152 2.30833 -5.86518  0.223
16 H 3.97264 4.17541 -5.78956  0.162
17 H 4.62783 5.40258 -6.89796  0.221
18 C 0.37347 -0.29935 -8.02207  0.631
19 O 0.73332 -0.23840 -9.15688  -0.655
20 N -0.27454 0.54328 -7.36138  -0.307
21 N 0.71971 -1.28521 -7.22085  -0.383
22 H -0.60827 0.19129 -6.47547  0.143
23 H -0.43677 1.46341 -7.74496  0.208
24 H 1.16934 -2.08007 -7.65226  0.218
25 H 0.14341 -1.30192 -6.39157  0.145
26 C -2.52449 6.61681 3.62884  0.620
27 O -1.51690 7.09248 4.09934  -0.627
28 N -2.69971 6.39022 2.31177  -0.396
29 N -3.66327 6.45216 4.34896  -0.412
30 H -1.86090 6.47461 1.75555  0.218
31 H -3.60786 6.22510 1.90177  0.189
32 H -4.38458 5.83475 4.00454  0.196
33 H -3.63246 6.79263 5.29934  0.213
34 C 1.71000 1.29149 8.35249  0.620
35 O 2.07438 0.13942 8.31280  -0.632
36 N 2.05008 2.09162 9.34694  -0.401
37 N 0.99811 1.86050 7.38589  -0.366
38 H 2.80589 1.76971 9.93449  0.236
39 H 1.83395 3.06594 9.19177  0.182
40 H 0.67920 2.81716 7.44237  0.151
41 H 0.79442 1.45038 6.48565  0.210
42 C -7.16319 1.72728 0.83818  0.673
43 O -7.03730 2.90854 0.61347  -0.663
44 N -6.30040 0.82053 1.15142  -0.334
45 N -8.34439 1.17683 0.92617  -0.369
46 H -5.31435 1.02207 1.23615  0.202
47 H -6.64259 -0.12966 1.13919  0.156
48 H -9.18706 1.73350 0.91544  0.205
49 H -8.36927 0.20255 1.19127  0.130
50 C -8.63916 -5.52259 2.24494  0.552
51 O -8.74241 -4.38582 2.59382  -0.597
52 N -7.68141 -6.00234 1.47182  -0.383
53 N -9.32731 -6.60206 2.59092  -0.417
54 H -6.86709 -5.40585 1.43737  0.241
55 H -7.57498 -7.00381 1.54816  0.202
56 H -10.20734 -6.35696 3.02170  0.211
57 H -9.01165 -7.55049 2.73563  0.191
58 C -4.37082 -3.00429 6.56251  0.651
59 O -4.39039 -4.19060 6.38516  -0.648
60 N -3.60533 -2.22605 5.85427  -0.495
61 N -5.07937 -2.41341 7.46707  -0.393
62 H -3.33781 -2.76561 5.04346  0.259
63 H -4.14778 -1.38567 5.71422  0.219
64 H -5.80609 -2.91199 7.96042  0.217
65 H -4.85726 -1.44321 7.63877  0.191
66 C 8.14794 -4.95788 -2.99589  0.672
67 O 8.77979 -5.07358 -4.04510  -0.696
68 N 8.48318 -5.43149 -1.89003  -0.362
69 N 6.92007 -4.60574 -2.93331  -0.356
70 H 7.83573 -5.26584 -1.13275  0.165
71 H 9.36181 -5.92953 -1.88015  0.218
72 H 6.53312 -4.77265 -2.01543  0.138
73 H 6.39415 -4.52932 -3.79221  0.221
74 C -5.50519 -2.30441 -6.31434  0.666
75 O -6.41276 -1.88698 -6.94305  -0.666
76 N -5.22842 -1.79492 -5.18291  -0.397
77 N -4.69440 -3.17092 -6.73846  -0.377
78 H -4.26345 -1.80890 -4.88502  0.166
79 H -5.87167 -1.12319 -4.78907  0.213
80 H -3.96023 -3.40669 -6.08615  0.178
81 H -4.76482 -3.49761 -7.69157  0.219
82 C 9.33433 3.17571 1.19816  -0.429
83 C 8.23219 4.17070 1.58385  -0.569
84 C 7.11292 3.28807 1.92583  -0.320
85 O 7.52801 1.94565 1.91131  -0.406
86 C 8.62997 1.81186 1.09094  -0.406
87 H 9.86599 3.08402 2.14528  0.199
88 H 9.94294 3.38970 0.31958  0.353
89 H 8.02385 4.81455 0.72936  0.243
90 H 8.70245 4.83130 2.31225  0.288
91 H 6.28102 3.55832 1.27543  0.295
92 H 6.89466 3.64007 2.93408  0.254
93 H 8.05740 1.49414 0.21956  0.285
94 H 9.16584 0.96116 1.51196  0.213

Atoms 1-2, force components in eV/Å:
N 0.3 6.4 -0.7
S 1.3 -11.3 3.5

Results
Gap between HOMO and LUMO, Eh: 0.322
2S+1: 1
Total charge: -1
Lowest unoccupied orbital energy, eV: 1.506

=====

Among the records above, which one has the highest total charge? C13H44BN3O8PS7